Record 1
DFT (ωB97M-V/def2-TZVPD) results for a structure of composition C5H12N2 in a non-equilibrium geometry.

CARTESIAN COORDINATES (ANGSTROEM)
C: 1.499 -0.042 -0.432
C: 0.850 1.117 0.131
C: -1.975 1.146 -0.207
C: 2.556 -0.860 0.236
N: -0.865 0.475 0.506
C: -1.672 -1.655 -0.148
N: -0.617 -0.953 0.193
H: -1.043 0.532 1.516
H: 1.757 0.115 -1.481
H: 0.559 1.955 -0.500
H: 1.426 1.602 0.917
H: -2.939 0.680 -0.006
H: -2.058 2.179 0.126
H: -1.797 1.078 -1.279
H: 2.671 -1.817 -0.285
H: 2.264 -1.065 1.268
H: 3.562 -0.424 0.203
H: -2.459 -1.351 -0.841
H: -1.718 -2.710 0.083

Values from the calculation:
LUMO (spin up / spin down), eV: 0.5 / 0.5
E_HOMO (spin up / spin down), eV: -5.95 / -5.95
Multiplicity: 1
HOMO-LUMO gap (spin up / spin down), eV: 6.47 / 6.47

Record 2
DFT (ωB97M-V/def2-TZVPD) results for an isolated molecule of C5H12N2 in a non-equilibrium geometry.

CARTESIAN COORDINATES (ANGSTROEM)
C: -1.618 0.339 1.109
C: -0.760 -0.651 0.934
N: -1.165 -1.947 1.335
C: 0.363 -0.664 -0.074
C: 0.730 0.805 -0.452
C: -0.012 1.304 -1.721
N: 2.204 0.755 -0.701
H: -2.316 0.068 1.907
H: -1.641 1.372 0.921
H: -1.487 -2.003 2.293
H: -0.479 -2.679 1.206
H: 1.246 -1.151 0.300
H: 0.048 -1.029 -1.047
H: 0.511 1.526 0.318
H: -0.795 0.613 -2.010
H: 0.656 1.353 -2.580
H: -0.440 2.279 -1.512
H: 2.469 1.508 -1.332
H: 2.323 -0.055 -1.310

Values from the calculation:
LUMO, eV: 1.1
E_HOMO, eV: -8.36
SMILES: C=C(N)C[C@H](C)N
Multiplicity: 1
HOMO-LUMO gap, eV: 9.44

Record 3
DFT (ωB97M-V/def2-TZVPD) results for a structure of composition C5H12N2 in a non-equilibrium geometry.

CARTESIAN COORDINATES (ANGSTROEM)
C: -0.184 0.607 0.307
C: 1.931 -0.691 0.319
C: 0.029 -0.801 0.337
N: -0.104 1.380 1.444
N: 2.364 -0.442 -1.026
C: -2.179 0.106 -0.013
C: -2.600 0.167 -1.276
H: 0.112 1.119 -0.605
H: -0.336 2.355 1.322
H: -0.533 0.981 2.269
H: 2.875 -1.227 -1.413
H: 2.917 0.405 -1.114
H: 2.326 0.046 1.017
H: 2.181 -1.686 0.694
H: -0.242 -1.339 1.238
H: -0.103 -1.324 -0.602
H: -2.911 -0.084 0.776
H: -3.651 0.194 -1.568
H: -1.890 0.234 -2.105

Values from the calculation:
LUMO, eV: 1.1
E_HOMO, eV: -6.89
Multiplicity: 1
HOMO-LUMO gap, eV: 8.00

Here are the calculated total energy numbers, same order: -8353.589, -8358.570, -8355.443 (eV).